Density functional theory data (wB97M-V/def2-TZVPD) for C22H21F14N3S in the gas phase at a distorted geometry.

XYZ file:
```
61
Properties=species:S:1:pos:R:3:forces:R:3
C 1.377 -1.062 3.797 -1.7 -0.5 -1.0
C 0.278 -1.440 2.904 1.9 0.4 1.2
C 0.368 -2.696 1.894 -0.2 1.3 -1.4
C -0.123 -2.375 0.400 -2.4 0.3 -2.8
C 0.920 -1.909 -0.724 -2.7 0.6 -2.9
C 2.484 -1.763 -0.452 0.0 -0.4 1.0
C 2.877 -0.867 0.821 -0.8 -0.9 0.1
F 2.985 -3.120 -0.168 -0.6 1.7 -0.5
C 0.431 -1.571 -2.168 -1.0 -0.7 2.1
C 1.396 -1.049 -3.353 0.4 -0.9 1.1
C 2.019 0.408 -3.090 0.4 0.2 0.0
C 0.988 1.621 -3.236 -0.4 -0.4 -1.6
F 1.005 1.998 -4.641 -0.2 -0.6 3.0
F -0.368 1.307 -2.938 2.9 0.6 -0.4
C 1.369 2.949 -2.417 -0.6 1.6 -2.3
F 2.682 3.334 -2.799 -2.6 -1.0 1.3
F 0.495 3.987 -2.923 2.2 -2.3 1.3
C 1.106 2.872 -0.832 -2.0 -1.3 0.6
F -0.196 3.460 -0.627 3.6 -1.2 0.0
F 0.946 1.499 -0.399 0.6 3.1 -1.1
C 2.245 3.502 0.094 2.2 0.9 -1.1
F 2.463 4.851 -0.372 -0.9 -3.2 1.6
F 3.516 2.845 -0.114 -3.4 1.1 0.3
C 1.990 3.430 1.676 2.2 0.0 1.8
F 3.138 4.066 2.284 -2.7 -1.3 -1.7
F 2.013 2.088 2.199 -0.4 3.5 -1.8
C 0.709 4.222 2.223 -1.5 -0.1 2.6
F 0.378 5.396 1.523 0.8 -3.4 1.8
F 0.996 4.569 3.589 -0.8 -0.6 -3.7
F -0.381 3.288 2.312 2.6 2.9 -0.8
C -1.106 -1.729 -2.566 1.2 0.1 0.4
N -1.594 -1.465 -3.916 -1.3 -1.9 5.7
S -3.262 -1.847 -3.732 2.1 0.0 2.6
N -3.430 -2.270 -2.074 3.9 0.6 -0.2
C -2.124 -2.198 -1.458 0.6 0.8 -2.9
C -1.642 -2.492 0.007 2.4 -0.1 -0.9
N -2.700 -2.888 0.988 0.9 2.0 -1.5
C -3.072 -1.588 1.694 0.4 1.2 0.2
C -4.284 -0.797 0.995 0.1 0.6 1.4
C -5.751 -1.386 1.327 0.0 1.0 -0.8
H 1.211 -1.269 4.916 -0.2 2.0 -1.5
H 2.330 -0.534 3.439 -0.8 -2.4 0.5
H -0.672 -0.789 3.021 0.9 -2.5 0.6
H 1.440 -3.130 1.862 -1.8 0.8 0.1
H -0.341 -3.503 2.315 1.0 1.4 -0.5
H 3.095 -1.385 -1.341 -1.3 -0.9 1.0
H 3.853 -0.299 0.653 -1.5 -0.7 0.2
H 2.990 -1.594 1.714 0.0 1.3 -1.5
H 1.981 -0.199 1.065 1.5 -0.7 -0.4
H 0.891 -1.145 -4.380 0.5 0.4 1.7
H 2.284 -1.797 -3.379 -1.3 1.4 0.0
H 2.863 0.558 -3.869 -1.6 0.1 1.2
H 2.550 0.507 -2.063 -1.1 -0.4 -1.6
H -3.545 -3.123 0.427 0.9 -0.1 0.4
H -2.140 -0.908 1.584 -1.7 -1.1 0.4
H -3.219 -1.757 2.827 -0.1 0.1 -1.8
H -4.267 0.277 1.436 0.1 -1.7 -0.7
H -4.067 -0.677 -0.122 -0.5 -0.4 1.6
H -6.050 -2.104 0.487 0.2 0.7 1.5
H -6.480 -0.484 1.296 1.1 -1.6 -0.1
H -5.848 -1.826 2.381 0.4 0.4 -1.7
```
Positions in Å, forces in eV/Å.

Results
SMILES	C=CCc1c([C@@H](C)F)c(CCC(F)(F)C(F)(F)C(F)(F)C(F)(F)C(F)(F)C(F)(F)F)c2nsnc2c1NCCC
2S+1	1
frontier orbital gap	6.5680	eV
charge	0

Density functional theory data (wB97M-V/def2-TZVPD) for a molecular structure, C30H22Cl2N6O3S2SeW.

XYZ file:
```
67
Properties=species:S:1:pos:R:3:forces:R:3
W -0.683 -0.061 0.281 -0.2 0.3 0.3
S -2.531 -3.913 2.079 0.0 0.0 0.0
C -3.812 -2.745 2.132 0.0 0.0 0.0
C -5.115 -2.949 2.570 0.0 0.0 0.0
C -5.958 -1.859 2.623 0.0 0.0 0.0
C -5.491 -0.591 2.268 0.0 0.0 0.0
C -4.199 -0.393 1.825 0.0 0.0 0.0
C -3.346 -1.492 1.720 0.0 0.0 0.0
N -2.000 -1.513 1.318 0.1 -0.1 -0.1
C -1.462 -2.696 1.515 0.0 0.0 0.0
C -0.039 -2.856 1.333 0.0 0.0 0.0
C 0.630 -4.044 1.617 0.0 0.0 0.0
C 2.008 -4.082 1.517 0.0 0.0 0.0
C 2.686 -2.921 1.158 0.0 0.0 0.0
C 2.005 -1.746 0.867 0.0 0.0 0.0
C 0.607 -1.679 0.921 0.0 0.1 0.0
H -5.449 -3.932 2.872 0.0 0.0 0.0
H -6.979 -1.984 2.959 0.0 0.0 0.0
H -6.154 0.261 2.343 0.0 0.0 0.0
H -3.858 0.597 1.576 0.0 0.0 0.0
H 0.078 -4.928 1.917 0.0 0.0 0.0
H 2.549 -4.996 1.723 0.0 0.0 0.0
H 3.768 -2.931 1.094 0.0 0.0 0.0
H 2.583 -0.873 0.594 0.0 -0.1 0.1
Se -0.968 -1.321 -1.913 0.0 0.0 -0.1
C 0.587 -1.076 -3.012 0.0 0.0 0.0
C 1.854 -0.810 -2.508 0.0 0.0 0.0
C 2.926 -0.619 -3.368 0.0 0.0 0.0
C 2.749 -0.709 -4.741 0.0 0.0 0.0
C 1.487 -0.993 -5.247 0.0 0.0 0.0
C 0.411 -1.170 -4.391 0.0 0.0 0.0
H 2.012 -0.758 -1.443 0.0 0.0 0.0
H 3.902 -0.396 -2.954 0.0 0.0 0.0
H 3.584 -0.559 -5.412 0.0 0.0 0.0
H 1.335 -1.066 -6.316 0.0 0.0 0.0
H -0.574 -1.373 -4.792 0.0 0.0 0.0
C 3.925 2.231 3.240 0.0 0.0 0.0
C 2.776 1.312 3.475 0.0 0.0 -0.1
C 2.842 0.083 4.062 -0.1 0.0 0.0
C 1.661 -0.679 4.153 0.1 0.0 0.0
N 0.501 -0.252 3.680 -0.2 0.1 0.1
C 0.446 0.939 3.087 0.3 0.0 -0.2
S -0.946 1.540 2.294 -0.3 -0.1 0.2
N 1.562 1.718 3.033 0.0 -0.1 -0.1
C 1.685 -2.032 4.784 0.0 0.0 0.0
H 4.830 1.833 3.690 0.0 0.0 0.0
H 3.723 3.217 3.660 0.0 0.0 0.0
H 4.084 2.344 2.165 0.0 0.0 0.0
H 3.783 -0.301 4.428 0.0 0.0 0.0
H 1.480 2.577 2.497 0.0 0.0 0.0
H 2.383 -2.675 4.243 0.0 0.0 0.0
H 0.694 -2.477 4.749 0.0 0.0 0.0
H 2.026 -1.962 5.818 0.0 0.0 0.0
Cl 1.961 4.122 0.469 0.0 0.0 0.0
C 2.088 2.915 -0.855 0.0 0.0 -0.1
Cl 3.491 3.234 -1.857 0.0 0.0 0.0
C 2.152 1.533 -0.192 -0.2 0.0 0.0
O 3.207 1.050 0.148 0.2 0.1 0.1
O 0.979 1.030 0.012 0.0 0.0 -0.4
H 1.200 3.038 -1.459 -0.1 0.0 0.0
O -2.634 0.634 -0.211 0.4 0.2 -0.1
N -1.852 1.528 -0.744 -0.3 0.1 -0.1
C -2.355 2.506 -1.423 0.0 -0.2 0.2
C -3.773 2.642 -1.588 0.0 0.0 0.0
N -4.910 2.747 -1.705 0.0 0.0 0.0
C -1.470 3.467 -2.006 0.1 0.0 0.0
N -0.766 4.238 -2.484 0.0 0.0 0.0
```
Positions in Å, forces in eV/Å.

Results
relative energy (zero: lowest compared OMol25 entry of this formula, charge and spin)	0.0	kJ/mol
2S+1	3
expectation value of S²	2.02
frontier orbital gap (alpha / beta)	6.3778 / 6.2059	eV
charge	0

Density functional theory data (wB97M-V/def2-TZVPD) for a molecular structure, C38H30FN5O4PdS2 at a distorted geometry.

XYZ file:
```
81
Properties=species:S:1:pos:R:3:forces:R:3
Pd -0.980 0.782 2.607 2.4 -1.0 -0.1
S -3.948 0.605 7.415 0.4 -0.1 0.5
C -4.542 0.563 9.011 0.1 0.0 -0.1
C -3.545 0.556 9.941 -0.5 0.0 -0.1
C -2.269 0.578 9.363 0.2 0.0 -0.7
C -2.298 0.607 7.986 -0.9 0.0 0.5
C -1.210 0.644 7.048 0.9 0.1 -0.5
C -1.494 0.770 5.669 -0.4 0.0 0.3
N -0.568 0.791 4.744 -0.6 -0.4 -1.9
C 0.734 0.680 5.077 0.5 0.0 0.4
C 1.133 0.610 6.434 -0.4 0.1 -0.7
C 2.531 0.565 6.731 0.4 0.0 -0.1
C 3.460 0.563 5.747 -0.1 0.0 0.3
C 3.085 0.587 4.369 -0.7 0.0 -0.2
C 4.003 0.559 3.320 -0.4 0.0 -0.5
C 3.564 0.560 2.000 -0.3 -0.1 0.9
C 2.171 0.568 1.777 0.1 0.0 0.0
N 1.293 0.610 2.754 -0.9 0.4 -0.1
C 1.710 0.634 4.038 0.6 -0.1 0.2
C 4.496 0.552 0.903 0.8 0.0 -0.7
C 4.256 0.573 -0.451 -0.1 0.0 0.6
C 5.432 0.592 -1.218 0.4 0.0 -0.1
C 6.559 0.583 -0.454 -0.1 0.0 0.1
S 6.210 0.551 1.215 -0.5 0.0 -0.4
C 0.134 0.584 7.413 -0.5 0.0 -0.3
H -5.602 0.544 9.176 -0.2 0.0 0.1
H -3.728 0.534 11.000 0.0 0.0 0.2
H -1.368 0.578 9.948 0.2 0.0 0.1
H -2.520 0.857 5.325 0.2 -0.1 0.0
H 2.833 0.536 7.768 0.0 0.0 0.0
H 4.513 0.537 5.982 0.1 0.0 0.1
H 5.061 0.532 3.539 0.1 0.0 0.1
H 1.773 0.532 0.771 -0.1 0.1 0.0
H 3.274 0.578 -0.889 -0.2 0.0 0.0
H 5.447 0.615 -2.294 0.0 0.0 -0.1
H 7.581 0.593 -0.779 0.2 0.0 -0.1
H 0.421 0.513 8.451 0.0 0.0 0.1
F 0.857 2.377 -3.844 -0.1 -0.1 -0.1
C 0.067 1.315 -3.559 0.0 0.0 0.4
C -0.226 1.125 -2.238 0.0 -0.1 -0.3
C -1.036 0.067 -1.822 0.1 0.1 0.0
C -1.330 -0.073 -0.398 -0.8 -1.5 -0.6
O -0.922 0.823 0.377 0.4 0.8 2.4
C -2.068 -1.246 -0.061 0.2 0.5 0.5
C -2.524 -2.056 -1.062 0.0 0.1 0.2
N -2.282 -1.895 -2.373 0.0 -0.2 0.2
C -2.883 -2.816 -3.302 -0.3 -0.2 -0.4
C -2.947 -4.271 -2.949 0.0 0.0 0.0
C -2.036 -3.811 -4.045 0.1 0.0 0.0
C -1.514 -0.834 -2.792 0.3 0.6 0.2
C -1.186 -0.622 -4.138 -0.1 0.1 -0.1
C -0.426 0.462 -4.570 -0.1 -0.2 0.6
N -0.136 0.631 -5.926 0.3 0.0 -0.3
C 0.730 1.728 -6.341 0.2 0.2 0.1
C 1.005 1.620 -7.844 0.0 0.7 0.2
N 0.966 0.184 -8.209 0.4 -0.3 -0.2
C -0.434 -0.318 -8.140 -0.9 -0.3 0.2
C -1.133 0.353 -6.942 -0.1 0.0 -0.1
C -2.395 -1.749 1.366 0.1 -0.1 -0.1
O -3.181 -2.673 1.445 -0.4 -0.4 -0.3
O -1.770 -1.245 2.347 0.2 0.3 0.3
H 0.165 1.817 -1.507 0.0 0.1 0.0
H -3.134 -2.897 -0.752 0.0 0.0 -0.1
H -3.725 -2.380 -3.827 0.0 -0.1 0.0
H -3.841 -4.818 -3.203 -0.1 0.1 -0.1
H -2.492 -4.597 -2.027 0.1 0.1 0.0
H -2.304 -4.036 -5.066 -0.1 0.0 -0.1
H -0.974 -3.826 -3.851 0.1 0.0 0.1
H -1.538 -1.338 -4.862 0.0 -0.1 -0.1
H 1.672 1.650 -5.794 -0.1 0.1 -0.1
H 0.290 2.712 -6.134 0.1 -0.1 -0.1
H 1.981 2.044 -8.077 -0.1 -0.1 -0.1
H 0.251 2.146 -8.431 0.1 -0.2 -0.1
H 1.528 -0.326 -7.516 -0.1 0.0 -0.3
H 1.366 0.018 -9.139 0.0 0.0 0.2
H -0.411 -1.402 -8.024 0.1 0.1 -0.1
H -0.952 -0.073 -9.068 0.2 0.0 0.0
H -1.908 -0.306 -6.561 0.0 0.1 -0.1
H -1.623 1.284 -7.258 0.0 -0.1 0.0
O -2.535 3.033 2.092 -0.8 -1.4 0.8
C -2.619 2.007 2.585 0.3 2.3 -0.9
```
Positions in Å, forces in eV/Å.

Results
2S+1	1
frontier orbital gap (alpha / beta)	5.4458 / 5.4473	eV
charge	+2

DFT total energy? In order: -2811.04377; -5895.98875; -3064.40779 Eh.